P.
22
Properties=species:S:1:pos:R:3 method="wB97M-V/def2-TZVPD" molar_mass_g_mol=124.2 homo_lumo_gap_ev=10.99 total_charge=+1
O -0.385 -1.312 2.113
O 1.962 1.897 -1.459
O 0.086 -0.219 -1.902
N 1.381 -0.274 0.263
C -0.747 -0.038 -0.724
C -0.014 0.468 0.511
C -0.625 0.051 1.862
C -1.576 -1.267 -0.541
H -1.621 -1.709 0.452
H -1.764 0.493 1.897
H 0.193 1.659 0.641
H 2.823 2.119 -1.257
H -1.168 -1.799 2.170
H 1.408 2.531 -1.834
H -1.276 -2.128 -1.168
H 1.947 -0.434 1.127
H -2.661 -1.180 -0.923
H 0.476 0.484 -2.455
H 1.897 0.399 -0.454
H -0.023 0.713 2.657
H -1.453 0.795 -1.035
H 1.139 -1.249 0.059

***

Q.
22
Properties=species:S:1:pos:R:3 method="wB97M-V/def2-TZVPD" molar_mass_g_mol=124.2 homo_lumo_gap_ev=11.04 total_charge=+1
O 2.245 -1.094 -0.735
O -0.846 -1.863 -1.315
O 1.250 2.929 -0.375
N -0.158 0.317 -0.148
C -1.136 -2.057 -0.183
C -1.036 -0.691 0.639
C -0.793 1.151 -1.108
C -0.568 -0.979 2.073
H -0.918 -0.155 2.783
H -2.078 -0.373 0.627
H 3.048 -0.733 -0.965
H -1.246 2.049 -0.642
H 2.166 -1.987 -0.918
H -1.688 0.623 -1.590
H 0.489 -0.956 2.451
H 0.547 -0.280 -0.684
H 2.147 3.077 -0.148
H 0.918 3.559 -1.015
H -0.131 1.507 -1.921
H -1.569 -2.941 0.227
H 0.343 0.838 0.497
H -0.987 -1.941 2.448

***

Energies in kJ/mol, measured from the most stable structure: P 102.4; Q 0.0.

***

P.
23
Properties=species:S:1:pos:R:3 method="wB97M-V/def2-TZVPD" molar_mass_g_mol=152.2 homo_lumo_gap_ev=9.21 total_charge=0
O -0.845 2.209 -0.146
N 1.292 1.694 -0.647
N 0.650 3.624 -1.472
C 0.865 -1.943 0.252
C -0.276 -1.872 1.319
C 0.316 2.564 -0.700
C 0.808 0.565 0.110
C -1.629 -1.388 0.776
C -1.694 0.067 0.466
C -0.639 0.902 0.244
C 0.994 -0.716 -0.686
H 1.963 -0.774 -1.171
H -1.906 -1.970 -0.131
H 0.169 -0.813 -1.449
H 1.841 -2.070 0.768
H -2.635 0.524 0.348
H 0.688 -2.843 -0.357
H -2.327 -1.621 1.567
H -0.380 -2.909 1.703
H -0.101 3.970 -2.064
H 0.053 -1.229 2.114
H 1.256 0.526 1.080
H 1.538 3.503 -1.925

***

Q.
23
Properties=species:S:1:pos:R:3 method="wB97M-V/def2-TZVPD" molar_mass_g_mol=152.2 homo_lumo_gap_ev="8.40 / 8.45" total_charge=0
O 1.778 -2.118 0.037
N -0.042 1.263 0.987
N -0.315 -1.172 0.665
C 0.980 1.334 0.247
C 0.932 -1.254 0.050
C -0.821 -1.743 1.843
C 0.739 0.107 -0.666
C 0.926 0.301 -2.139
C -3.279 -0.202 -0.289
C 2.253 2.056 0.371
C -0.589 0.098 0.168
H -3.281 -0.640 -1.233
H -3.623 0.823 -0.425
H -0.918 -0.868 2.578
H 0.585 -0.586 -2.742
H -3.615 -0.710 0.598
H -0.206 -2.620 2.127
H 2.748 2.263 -0.627
H -1.894 -1.978 1.680
H 3.087 1.262 0.768
H 2.043 0.450 -2.453
H 0.401 1.147 -2.657
H 2.110 2.789 1.114

***

Energies in kJ/mol, measured from the most stable structure: P 0.0; Q 526.0.

***

P.
91
Properties=species:S:1:pos:R:3 method="wB97M-V/def2-TZVPD" molar_mass_g_mol=877.9 homo_lumo_gap_ev="5.16 / 5.17" multiplicity=2 total_charge=+3
Ir 0.372 0.302 -0.282
Ge -1.055 2.281 -0.873
S 0.307 0.388 3.276
Si 2.502 2.544 -3.196
Si -2.677 2.695 -3.083
Si -1.102 4.437 0.650
O 0.382 -2.256 -3.807
O -4.239 0.320 0.869
O -2.530 1.568 0.129
O 0.797 -0.543 -2.512
O -0.199 0.905 1.939
O 2.437 0.468 0.237
N -1.468 -0.735 -1.147
C 3.163 -0.857 2.139
C -3.222 -2.893 -1.492
C -0.917 -0.873 3.767
C -1.370 5.989 -0.425
C 1.305 3.969 -3.534
C 2.577 -2.115 1.808
C -0.223 1.659 4.478
C -4.423 2.202 -2.514
C -1.195 -1.720 -2.036
C 3.260 -3.010 3.963
C 0.693 4.226 1.281
C -3.113 0.405 0.163
C -2.693 -0.747 -0.527
C -2.428 4.163 1.980
C 3.492 2.722 -1.616
C 3.898 -0.744 3.361
C -3.555 -1.867 -0.648
C 1.910 -2.358 0.496
C 3.016 0.307 1.343
C -2.559 4.504 -3.673
C 3.917 -1.807 4.238
C 2.774 1.180 -4.448
C 0.062 -1.491 -2.788
C -2.041 -2.792 -2.253
C 2.617 -3.139 2.732
C 4.637 0.505 3.725
C 3.275 -4.136 4.928
C -1.815 1.444 -4.244
H 4.145 -4.768 4.740
H 3.837 1.054 -4.656
H -4.501 1.137 -2.303
H -0.619 6.102 -1.201
H 1.403 4.699 0.610
H 5.340 0.790 2.945
H 0.645 4.162 -2.687
H -0.221 -2.992 -3.993
H -1.007 0.913 -3.749
H -4.487 1.177 1.243
H -3.873 -3.744 -1.612
H -4.710 2.752 -1.621
H -1.302 1.768 4.474
H 3.375 3.708 -1.166
H -2.696 4.534 -4.750
H -2.259 4.821 2.828
H 1.072 -1.647 0.343
H 0.823 4.682 2.258
H 3.352 -3.779 5.951
H 0.689 3.801 -4.416
H 0.940 3.169 1.360
H -2.405 3.137 2.331
H -1.811 -3.554 -2.982
H -2.350 5.998 -0.892
H -3.356 5.105 -3.244
H -0.846 -1.047 4.835
H 3.481 1.206 1.767
H -1.408 1.930 -5.125
H 3.960 1.342 3.894
H 5.204 0.347 4.638
H -1.914 -0.535 3.501
H 1.879 4.877 -3.720
H 0.115 1.345 5.460
H 0.249 2.599 4.215
H -4.478 -1.854 -0.091
H 2.275 1.382 -5.397
H 1.509 -3.368 0.451
H -1.311 6.870 0.208
H 2.619 -2.226 -0.320
H 2.391 -4.761 4.818
H -3.421 4.376 1.593
H -1.619 4.996 -3.448
H -0.678 -1.795 3.244
H -5.156 2.433 -3.283
H 2.157 -4.085 2.489
H 2.404 0.229 -4.063
H -2.533 0.709 -4.594
H 3.185 1.971 -0.885
H 4.456 -1.718 5.169
H 4.553 2.572 -1.809

***

Q.
91
Properties=species:S:1:pos:R:3 method="wB97M-V/def2-TZVPD" molar_mass_g_mol=877.9 homo_lumo_gap_ev="6.06 / 5.75" multiplicity=2 total_charge=+3
Ir -0.094 -0.150 0.216
Ge -2.025 1.267 1.171
S -0.746 -2.128 -2.107
Si -1.144 3.262 2.248
Si -3.340 -0.145 2.662
Si -3.288 1.891 -0.816
O 1.115 1.350 0.922
O 2.880 2.085 1.941
O -1.326 -1.196 -0.996
O 0.524 0.582 -1.470
O -1.124 -2.399 1.354
O -0.528 -4.026 2.789
N 0.984 -0.936 2.030
C 5.223 1.912 -2.994
C 2.641 -1.718 4.133
C 2.578 1.663 -2.096
C -4.236 0.414 -1.497
C -1.710 -3.609 -1.896
C -2.147 2.586 -2.129
C 2.944 -0.880 -1.825
C 6.610 2.022 -3.519
C -4.508 3.163 -0.191
C 1.594 -2.519 3.717
C 4.405 3.044 -2.895
C 2.010 1.144 1.746
C -0.393 -2.864 2.193
C -0.116 4.252 1.026
C -0.157 2.747 3.781
C 1.250 1.629 -1.720
C -4.145 -1.546 1.734
C -2.555 4.298 2.908
C -4.579 1.143 3.213
C 1.991 -0.149 2.458
C 0.788 -2.089 2.669
C 3.424 0.498 -2.177
C -2.366 -0.736 4.147
C -1.452 -1.457 -3.595
C 2.281 4.218 -2.407
C 3.104 2.960 -2.467
C 2.835 -0.501 3.494
C 4.710 0.656 -2.616
H 3.629 0.158 3.824
H -4.897 1.830 2.430
H 0.555 4.910 1.585
H 1.935 4.428 -1.393
H -0.864 2.464 4.565
H 3.283 -2.022 4.949
H -3.480 -2.022 1.016
H -1.536 -3.941 -0.875
H -5.031 -1.201 1.199
H -3.083 -1.152 4.861
H 1.410 4.165 -3.062
H -4.076 3.954 0.421
H 6.602 1.774 -4.586
H 4.810 4.007 -3.179
H 2.169 -1.208 -2.519
H -5.469 0.606 3.557
H -1.763 3.574 -1.869
H 0.486 3.643 0.355
H -1.047 -0.453 -3.711
H -2.705 2.685 -3.064
H -3.705 -0.527 -1.364
H 5.357 -0.210 -2.690
H 2.877 5.067 -2.732
H -5.314 2.686 0.368
H -1.337 -4.482 2.500
H 7.279 1.314 -3.032
H -2.108 5.016 3.602
H -4.199 1.729 4.050
H -3.071 4.875 2.141
H -4.470 -2.301 2.457
H 3.769 -1.587 -1.874
H 3.558 1.883 2.604
H -2.764 -3.399 -2.065
H -1.339 -4.354 -2.602
H -0.762 4.893 0.422
H 1.384 -3.465 4.196
H -2.537 -1.442 -3.522
H -1.312 1.910 -2.309
H 0.501 1.888 3.635
H -5.201 0.333 -0.992
H -1.843 0.078 4.653
H 0.715 2.578 -1.706
H 7.005 3.030 -3.419
H -3.294 3.725 3.463
H 2.513 -0.921 -0.821
H -1.648 -1.522 3.924
H -4.962 3.644 -1.063
H -1.121 -2.089 -4.421
H 0.442 3.569 4.180
H -4.456 0.541 -2.560

***

Energies in kJ/mol, measured from the most stable structure: P 188.0; Q 0.0.

***

P.
10
Properties=species:S:1:pos:R:3 method="wB97M-V/def2-TZVPD" molar_mass_g_mol=137.0 homo_lumo_gap_ev=10.42 total_charge=0
Br 3.077 0.250 0.019
O 0.777 -1.216 -0.308
C 1.198 0.080 -0.563
C 0.086 -0.312 0.601
C -1.297 0.087 0.107
H -1.284 1.148 0.031
H 0.731 0.689 -1.364
H -2.171 -0.183 0.703
H 0.367 -0.117 1.594
H -1.484 -0.425 -0.821

***

Q.
10
Properties=species:S:1:pos:R:3 method="wB97M-V/def2-TZVPD" molar_mass_g_mol=137.0 homo_lumo_gap_ev=9.83 total_charge=0
Br 2.806 0.312 -0.068
O 0.598 -0.735 1.199
C 1.119 -0.546 -0.054
C 0.034 0.242 0.444
C -1.301 0.153 -0.249
H 0.813 1.859 0.814
H -2.060 0.962 -0.203
H -1.197 -0.211 -1.230
H -1.944 -0.726 0.208
H 1.131 -1.311 -0.861

***

Energies in kJ/mol, measured from the most stable structure: P 0.0; Q 249.1.

***

P.
16
Properties=species:S:1:pos:R:3 method="wB97M-V/def2-TZVPD" molar_mass_g_mol=100.1 homo_lumo_gap_ev=8.63 total_charge=-1
O 0.151 0.078 -1.453
O -1.948 0.510 -0.159
O -0.432 -2.300 0.936
O -1.266 0.773 2.557
N 2.337 1.096 -1.199
C 1.445 -0.021 -0.973
H 2.145 1.372 -2.159
H -1.004 -1.981 0.227
H -2.798 0.346 -0.576
H -1.155 -0.156 2.780
H -1.785 0.746 1.723
H 1.821 -0.906 -1.489
H -0.174 -1.526 1.444
H 1.987 1.915 -0.751
H -0.745 0.326 -1.002
H 1.422 -0.271 0.096

***

Q.
16
Properties=species:S:1:pos:R:3 method="wB97M-V/def2-TZVPD" molar_mass_g_mol=100.1 homo_lumo_gap_ev=6.49 total_charge=-1
O -0.204 -5.855 -1.337
O 0.207 1.551 0.272
O -1.068 -0.283 -0.913
O 0.204 -1.582 2.761
N 1.247 3.621 0.104
C 0.227 2.699 -0.438
H 1.387 4.439 -0.477
H 0.215 -0.810 2.176
H -0.732 -1.787 2.844
H -0.734 3.250 -0.389
H -0.525 0.515 -0.494
H -1.900 0.130 -1.175
H -0.306 -5.014 -0.865
H 0.400 2.493 -1.522
H -0.538 -6.468 -0.665
H 2.120 3.098 0.118

***

Energies in kJ/mol, measured from the most stable structure: P 0.0; Q 40.6.

***

P.
22
Properties=species:S:1:pos:R:3 method="wB97M-V/def2-TZVPD" molar_mass_g_mol=155.2 homo_lumo_gap_ev=8.34 total_charge=+1
O 0.844 0.224 -0.659
N -0.647 -1.009 2.044
N -0.979 2.001 -0.523
N -2.871 1.013 0.604
N -1.333 -2.680 -1.181
C -0.444 -0.837 0.918
C 2.131 0.057 0.013
C 2.115 1.097 1.160
C -0.113 -0.761 -0.411
C -1.845 1.512 0.239
C -0.588 -1.636 -1.417
H -1.146 2.787 -1.130
H -1.779 -3.246 -1.911
H 1.661 0.768 2.066
H 2.988 0.262 -0.585
H 0.030 1.458 -0.559
H -1.517 -2.938 -0.269
H -3.364 1.113 1.374
H 3.207 1.274 1.330
H -0.324 -1.518 -2.434
H 1.504 2.001 0.947
H 2.469 -0.942 0.384

***

Q.
22
Properties=species:S:1:pos:R:3 method="wB97M-V/def2-TZVPD" molar_mass_g_mol=155.2 homo_lumo_gap_ev=7.87 total_charge=+1
O -0.718 0.963 -1.443
N 2.025 -0.641 0.444
N 0.894 -0.999 0.582
N 1.283 1.784 -0.812
N -1.479 -1.520 0.000
C -1.090 -2.668 -0.859
C 0.430 1.785 0.280
C -0.253 -1.031 0.825
C 0.533 1.308 -1.756
C -0.782 1.323 -0.128
C 1.008 2.308 1.552
H 0.810 1.086 -2.777
H 0.521 3.202 1.872
H -2.019 -3.120 -1.244
H -0.393 -2.315 -1.670
H -1.770 -0.641 -0.482
H 2.651 -1.134 1.044
H 2.087 2.513 1.331
H -1.793 1.259 0.270
H -0.551 -3.494 -0.167
H 0.878 1.669 2.446
H -2.272 -1.637 0.691

***

Energies in kJ/mol, measured from the most stable structure: P 0.0; Q 217.3.

***

P.
24
Properties=species:S:1:pos:R:3 method="wB97M-V/def2-TZVPD" molar_mass_g_mol=154.2 homo_lumo_gap_ev=8.29 total_charge=0
O -2.258 -2.772 -0.035
O 1.709 -0.668 -0.403
O 3.838 0.968 -0.601
O 0.552 -2.148 0.808
N -0.250 2.303 1.729
N -0.556 -0.276 0.065
C -1.642 1.150 -1.719
C -1.266 1.888 0.777
C 0.615 -0.998 0.121
C -0.542 1.038 -0.506
H -1.471 2.117 -2.218
H -2.304 -2.968 -1.009
H -1.726 2.803 0.114
H -1.409 0.380 -2.518
H 0.540 2.756 1.280
H -2.132 1.308 1.135
H 0.030 1.566 2.407
H -0.337 -2.587 0.874
H -1.493 -0.702 0.055
H 0.469 1.357 -0.754
H 3.849 0.007 -0.753
H 2.940 1.071 -0.328
H -2.624 0.837 -1.468
H -2.405 -3.645 0.440

***

Q.
24
Properties=species:S:1:pos:R:3 method="wB97M-V/def2-TZVPD" molar_mass_g_mol=154.2 homo_lumo_gap_ev=9.81 total_charge=0
O 0.612 -1.650 0.627
O 1.488 -0.203 2.637
O 0.334 2.148 1.332
O 1.978 -2.335 -1.924
N -1.635 1.232 -1.627
N -0.767 0.111 1.256
C -1.440 0.088 -2.467
C -0.329 1.350 0.629
C -0.703 -1.116 0.520
C -0.419 1.557 -0.892
H 1.026 -1.242 1.499
H -0.610 0.234 -3.124
H 2.233 -0.460 2.105
H -1.531 -1.876 0.828
H -0.729 -0.087 2.275
H 1.353 0.728 2.658
H -2.367 1.124 -0.878
H -0.756 -1.193 -0.623
H 2.097 -1.361 -1.679
H 0.406 0.895 -1.265
H -0.089 2.681 -1.138
H -1.370 -0.932 -2.066
H 1.715 -2.829 -1.137
H -2.513 -0.043 -2.977

***

Energies in kJ/mol, measured from the most stable structure: P 0.0; Q 152.7.

***

P.
17
Properties=species:S:1:pos:R:3 method="wB97M-V/def2-TZVPD" molar_mass_g_mol=119.1 homo_lumo_gap_ev=8.90 total_charge=0
P 1.533 0.556 0.991
O -0.039 0.969 1.428
N 0.007 -0.092 -1.772
C -0.546 -1.137 -2.175
C 1.925 -0.890 2.072
C -0.895 0.386 2.315
C -0.248 1.103 -2.460
H -0.252 -2.130 -1.794
H -0.877 1.023 -3.401
H 2.912 -1.192 1.912
H -0.797 1.836 -1.839
H -0.348 -0.170 3.096
H -1.542 -0.210 1.834
H 0.683 1.458 -2.578
H -1.145 -1.159 -3.074
H 1.192 -1.409 2.672
H -1.562 1.058 2.776

***

Q.
17
Properties=species:S:1:pos:R:3 method="wB97M-V/def2-TZVPD" molar_mass_g_mol=119.1 homo_lumo_gap_ev=8.20 total_charge=0
P -1.243 -0.430 -0.274
O -2.542 0.432 0.154
N 0.256 1.127 0.429
C 1.434 0.775 0.339
C -1.479 -0.768 -1.916
C -1.028 -1.896 0.812
C 2.517 1.761 0.500
H 3.495 1.230 0.848
H -1.804 0.162 -2.525
H -1.109 -2.868 0.242
H -1.870 -1.963 1.416
H -0.721 -1.398 -2.388
H -2.383 1.362 0.417
H -0.113 -1.953 1.277
H 2.018 2.475 1.089
H 1.912 -0.184 0.130
H 2.660 2.136 -0.550

***

R.
17
Properties=species:S:1:pos:R:3 method="wB97M-V/def2-TZVPD" molar_mass_g_mol=119.1 homo_lumo_gap_ev="7.41 / 7.41" total_charge=0
P -0.416 -0.900 -1.622
O -0.934 0.460 -1.666
N 0.659 -1.117 -0.171
C -1.322 1.028 2.211
C 1.146 -0.811 -2.777
C -0.549 1.475 1.072
C 0.699 -0.482 0.956
H 0.966 -2.121 -0.132
H 1.003 -0.985 1.936
H 1.560 -1.858 -2.922
H 0.111 2.278 1.254
H 1.854 -0.157 -2.211
H -1.019 1.177 0.151
H -2.017 0.325 1.885
H -1.796 1.716 2.812
H 0.817 -0.490 -3.734
H -0.762 0.462 2.958

***

Energies in kJ/mol, measured from the most stable structure: P 41.7; Q 0.0; R 117.5.